A molecular structure, C10H13InNO5 at a distorted geometry, computed with ωB97M-V/def2-TZVPD.

Geometry as XYZ:
```
30
Properties=species:S:1:pos:R:3:mulliken_charge:R:1
In 0.243 -0.033 -1.061 1.02
O 0.385 3.007 -0.675 0.02
C 0.336 1.924 -0.824 0.28
C 0.148 -2.010 -0.991 0.37
O 0.095 -3.096 -0.934 0.04
C 2.217 -0.130 -1.019 0.29
O 3.306 -0.183 -0.989 0.05
C -1.727 0.058 -1.064 0.26
O -2.823 0.111 -1.058 0.02
C 0.274 0.628 -6.110 -0.51
H -0.620 1.256 -6.244 0.29
H 1.228 1.167 -6.224 0.29
C 0.211 -0.703 -6.167 -0.48
H 1.110 -1.319 -6.329 0.29
H -0.739 -1.230 -6.349 0.29
C -0.499 0.135 4.505 -0.93
N 0.109 -0.258 3.234 0.08
C 1.257 -1.166 3.256 -0.70
C -0.376 0.209 2.061 1.00
C -1.537 1.151 1.931 -1.32
O 0.235 -0.209 1.047 -0.55
H 0.008 -0.328 5.366 0.29
H -1.558 -0.184 4.528 0.37
H -0.432 1.233 4.629 0.38
H 1.017 -2.087 2.698 0.27
H 2.130 -0.675 2.796 0.26
H 1.536 -1.457 4.287 0.32
H -1.229 2.072 1.407 0.30
H -2.361 0.667 1.385 0.28
H -1.944 1.451 2.906 0.43
```

Its multiplicity is 1. Its total energy is -1008.5307 Ha. Its net charge is +3. The orbital gap (spin up / spin down) comes out at 3.78 / 3.77 eV.